This record from the Open Molecules 2025 dataset describes a structure of composition C3H7N3O. The level of theory is ωB97M-V/def2-TZVPD.

Properties
Calculated total energy = -357.8888 Ha
Energy above the lowest of the compared OMol25 structures with the same formula, charge and spin = 4.382 eV
Total charge = 0
Maximum force = 0.0099 hartree/bohr
Highest occupied orbital energy = -9.015 eV
Lowest unoccupied orbital energy = 0.948 eV

Atoms and positions in Å:
1 H 0.2787 -0.4122 -1.8940
2 H 1.0866 1.9882 1.0281
3 C -1.5646 1.4409 0.1209
4 N -0.9497 1.2869 1.3413
5 C 0.3370 1.2603 0.6967
6 N 0.8721 -0.0582 0.6348
7 H -0.2173 -1.7167 0.7041
8 H 1.7733 -0.0829 0.1620
9 H -0.8738 -1.7248 -1.6610
10 N -0.0869 -0.9283 0.0885
11 O -0.3585 1.6775 -0.5019
12 H 0.8697 -2.0494 -1.4673
13 H -1.2395 0.6259 2.0493
14 C 0.0729 -1.3072 -1.3014

natural (NBO) atomic charge list, values in e, 2 entries: H 0.22; H 0.18

This record from the Open Molecules 2025 dataset describes a cluster of 9 separate species, C9H33N16O11 in total at a distorted geometry. The level of theory is ωB97M-V/def2-TZVPD.

Properties
Calculated total energy = -2066.8908 Ha
Energy above the lowest of the compared OMol25 structures with the same formula, charge and spin = 2.871 eV
Total charge = -1
Maximum force = 0.0597 hartree/bohr
Highest occupied orbital energy = -6.894 eV
Lowest unoccupied orbital energy = 1.658 eV

Atoms and positions in Å:
1 H 2.7998 1.7396 0.1401
2 H 2.0376 -1.7841 4.1801
3 H 0.2095 -2.1325 -5.4533
4 C 3.5893 -0.5898 3.6033
5 H 0.9936 -0.6036 -5.6512
6 H 4.1084 2.7947 -0.0827
7 N 1.7583 3.2130 2.0417
8 N -2.9989 -2.4165 0.6080
9 C -2.5014 -3.6389 0.2528
10 N -2.1227 0.4519 -0.0393
11 N -1.4170 -1.4306 2.8541
12 N 2.7399 -1.1585 4.5238
13 N -1.3160 -3.4728 -0.4211
14 H 2.7053 -1.7180 2.1167
15 H 1.4470 3.9054 2.6941
16 O -4.4531 -1.0975 -2.2088
17 C 0.5687 0.0516 0.2102
18 H -1.1453 0.2089 0.0811
19 N -4.0042 -0.6333 -4.3992
20 N -2.3377 -0.4732 -2.8166
21 H 3.7425 -0.4197 1.5824
22 H -2.2796 1.5660 2.9260
23 O 0.1509 0.9921 0.9192
24 O -2.9934 -4.7132 0.5806
25 H -1.8306 -0.8553 -2.0418
26 C -2.7321 1.0114 1.0616
27 O -3.9051 1.3419 1.1109
28 C 1.1460 3.6895 -2.2551
29 N 0.9582 -2.5024 -3.0709
30 O 3.7211 4.3406 1.8430
31 H -1.5257 -0.8388 2.0459
32 O -0.1107 -0.9043 -0.2437
33 H -2.4094 0.6243 -0.9912
34 H -1.6245 -2.4049 2.7423
35 N 1.5738 2.4235 -2.5387
36 C 2.9854 3.4439 1.4586
37 C -3.6725 -0.7910 -3.0698
38 H 0.9397 -3.4274 -3.4602
39 H 1.4402 1.7065 -1.8473
40 O 1.3395 4.6177 -3.0477
41 H -3.3161 -0.4336 -5.0973
42 N 0.3327 3.8357 -1.1686
43 H -0.9401 0.9727 2.0498
44 H -4.9499 -0.7796 -4.6949
45 H -2.5616 -1.5947 0.2140
46 H 1.7974 -0.6315 -0.9087
47 H 0.2806 0.6231 4.6294
48 N 3.4065 -1.0289 2.3055
49 H 2.0463 2.1716 -3.3810
50 N -1.9403 0.9469 2.2077
51 H 2.7240 -0.7650 5.4418
52 C 1.2338 -1.3617 -3.7927
53 N -0.0197 0.1633 3.7917
54 H 1.2915 -2.4749 -2.1221
55 N 0.8184 -1.4224 -5.0980
56 H 0.2455 3.1119 -0.4765
57 H -0.0869 4.7413 -1.0984
58 H 1.1548 2.4608 1.7423
59 O 4.4035 0.2534 3.9129
60 H -3.7223 -2.3540 1.2971
61 H 0.1190 0.6320 2.9075
62 O 1.8170 -0.3885 -3.3286
63 O 1.8368 0.1615 -0.3518
64 O -0.6614 -1.6341 5.0076
65 H -1.8224 0.0294 -3.5154
66 N 3.3227 2.5329 0.4879
67 H -0.8872 -2.5582 -0.3606
68 C -0.7135 -1.0023 3.9432
69 H -0.7838 -4.3234 -0.4818

natural (NBO) atomic charge list, values in e, 2 entries: H 0.41; H 0.39